Entry A
# C5H14NO2

A gas-phase ion, C5H14NO2 (charge +2) (the ωB97M-V functional and the def2-TZVPD basis, the OMol25 dataset).

Lowest unoccupied orbital energy (spin up / spin down): -7.2 / -13.9 eV
M: 120.2 g/mol
Net charge: +2
Spin multiplicity: 2

Geometry (Å):
C1 1.22676 1.54974 -1.23724
O1 1.51632 1.19724 -2.56023
C2 0.40926 0.40193 -0.61073
C3 -0.35943 0.87704 0.61229
C4 -1.10523 -0.15813 1.54164
C5 -0.42780 -1.44467 1.99747
O2 -0.29675 -2.33452 0.94437
N1 -0.41974 -0.23084 -1.67889
H1 0.62214 2.45889 -1.24036
H2 2.10072 1.66832 -0.59660
H3 2.42323 0.88517 -2.66706
H4 1.08200 -0.35420 -0.27405
H5 -1.05148 1.66490 0.36706
H6 0.32856 1.33895 1.32441
H7 -1.28304 0.41127 2.45483
H8 -2.10005 -0.42868 1.19127
H9 -0.95924 -1.93079 2.83006
H10 0.63675 -1.27033 2.33315
H11 -0.50901 -3.27334 1.15879
H12 -0.64837 -1.19262 -1.46435
H13 0.11326 -0.10203 -2.54779
H14 -1.29889 0.26670 -1.87805

Entry B
# C5H14NO2

2 unconnected molecules or ions with the total composition C5H14NO2 (the ωB97M-V functional and the def2-TZVPD basis, the OMol25 dataset).

Lowest unoccupied orbital energy (spin up / spin down): -9.1 / -12.4 eV
M: 120.2 g/mol
Net charge: +2
Spin multiplicity: 2

Geometry (Å):
C1 -0.08634 0.89608 -0.00513
O1 -1.40462 0.46689 0.31154
C2 0.63147 -0.31162 -0.57509
C3 1.12002 -1.32336 0.48806
C4 0.20364 -1.51749 1.63882
C5 0.68028 -1.67977 2.93048
N1 -0.30122 -0.97797 -1.60415
H1 -0.02816 1.77176 -0.62259
H2 0.44858 1.15011 0.91036
H3 -2.02472 1.20449 0.27017
H4 1.43088 0.00749 -1.24086
H5 2.12084 -1.00747 0.78589
H6 1.19315 -2.29850 0.02703
H7 -0.84643 -1.58585 1.37523
H8 1.60994 -1.29615 3.35102
H9 0.11698 -2.28023 3.64565
H10 -1.20234 -1.34295 -1.26700
H11 -0.48118 -0.28297 -2.33986
H12 0.18578 -1.74013 -2.07235
H13 -1.67002 3.71775 -1.53243
H14 -0.86869 4.62198 -2.49281
O2 -0.82785 3.80788 -1.98196

The energetic minimum among the shown structures is entry B; the next structure lies 0.240 eV above.